[1]
Here is a structure of composition C27H21FeN2S4 from the OMol25 dataset. Energies are from the ωB97M-V functional and the def2-TZVPD basis.

HOMO energy (alpha / beta) in eV: -7.30 / -7.73
Energy relative to the best compared isomer or geometry (same formula, charge and spin) in kJ/mol: 0.00
LUMO level (alpha / beta) in hartree: -0.031 / -0.071
Multiplicity: 6

CARTESIAN COORDINATES (ANGSTROEM)
Fe: 1.5998 0.5743 0.7994
S: 0.3603 1.2160 -0.8901
C: 1.0664 0.6026 -2.3140
C: 0.3965 0.5649 -3.5293
C: 1.0894 0.1867 -4.6484
C: 2.4724 -0.1650 -4.5607
C: 3.0671 -0.2240 -3.3331
C: 2.3738 0.1163 -2.1743
S: 3.1236 -0.0951 -0.5744
C: 0.2033 -2.4790 1.8396
C: -0.5941 -1.3905 2.1215
C: -1.8932 -1.6092 2.7146
C: -2.6118 -0.5136 3.2278
C: -2.0576 0.7663 3.0842
C: -0.8396 0.9249 2.4442
C: -0.4551 2.3198 2.0177
S: 1.3284 2.6378 1.8751
C: 1.8040 2.3252 3.5967
C: 1.4547 3.2489 4.5636
C: 1.8883 2.9943 5.8416
C: 2.6808 1.8402 6.1588
C: 2.9861 0.9271 5.1358
C: 2.5049 1.1258 3.8383
S: 2.8681 -0.0706 2.5715
N: -0.1201 -0.0802 2.0158
H: -0.6811 0.7837 -3.5585
H: 0.6678 0.1558 -5.6259
H: 3.0266 -0.4430 -5.4503
H: 4.1201 -0.6033 -3.2493
H: 1.1805 -2.3289 1.4848
H: -0.0826 -3.4695 2.0837
H: -2.3860 -2.5677 2.7625
H: -3.5864 -0.7650 3.5944
H: -2.6427 1.6459 3.3829
H: -0.9683 3.0547 2.6780
H: -0.7511 2.3811 1.0033
H: 0.8649 4.0817 4.2468
H: 1.6558 3.6096 6.7050
H: 3.0479 1.5947 7.1628
H: 3.6024 0.0760 5.2488
C: -3.3029 0.6239 -2.7831
C: -2.6422 -0.5096 -3.2441
C: -2.4445 -0.7390 -4.6256
C: -1.8328 -1.8766 -5.0652
C: -1.3198 -2.7918 -4.1042
C: -1.5173 -2.6032 -2.7384
C: -2.2127 -1.5047 -2.3489
C: -0.6336 -3.9971 -4.5213
N: -0.2263 -5.0468 -4.7619
H: -3.5656 0.7782 -1.7415
H: -3.6771 1.3585 -3.5672
H: -2.8788 -0.0561 -5.3717
H: -1.8309 -2.0052 -6.1593
H: -1.1035 -3.1492 -1.9059
H: -2.5756 -1.4306 -1.3527



[2]
Here is a cluster of 12 separate species, C63H84N2O27 in total from the OMol25 dataset. Energies are from the ωB97M-V functional and the def2-TZVPD basis.

HOMO energy (alpha / beta) in eV: -0.13 / -4.41
LUMO level (alpha / beta) in hartree: 0.056 / 0.056
Multiplicity: 2
Charge: -1

CARTESIAN COORDINATES (ANGSTROEM)
C: -2.3377 -1.7835 0.9531
O: -2.3595 -0.9062 2.0594
C: -3.3438 0.1507 1.9878
C: -2.7901 1.4925 2.3394
N: -3.6202 2.6307 1.8533
C: -4.7363 2.8926 2.6495
C: -5.4595 4.2859 2.2885
O: -4.7632 5.4815 2.5239
C: -4.7194 5.9120 3.8649
H: -1.5441 -1.4897 0.2661
H: -3.2524 -1.9692 0.3902
H: -2.0498 -2.7877 1.2645
H: -4.2733 -0.0808 2.5080
H: -3.6453 0.3310 0.9559
H: -1.8320 1.5740 1.8260
H: -2.5644 1.5133 3.4056
H: -3.0185 3.4365 1.9463
H: -4.3362 3.0496 3.6512
H: -5.4479 2.0878 2.8336
H: -6.4244 4.4058 2.7812
H: -5.5732 4.3277 1.2052
H: -4.3783 6.9304 4.0510
H: -4.2546 5.1247 4.4584
H: -5.7422 6.0021 4.2306
C: -0.0242 -4.7231 0.4845
O: -0.2535 -6.0265 0.4971
C: -1.4749 -6.3210 1.1715
C: -1.4777 -7.7831 1.5504
N: -0.8044 -7.9744 2.8807
C: 0.5977 -7.5450 2.7354
C: 1.4625 -8.3511 3.6578
O: 1.0089 -9.7559 3.4427
C: 1.6497 -10.6629 4.3714
H: -0.0437 -4.3445 1.5064
H: -0.6784 -4.1582 -0.1796
H: 1.0009 -4.6192 0.1290
H: -2.3498 -6.1840 0.5360
H: -1.5949 -5.7575 2.0968
H: -0.9381 -8.4006 0.8324
H: -2.5014 -8.1575 1.5393
H: -0.8136 -8.9647 3.0789
H: 0.6855 -6.5280 3.1177
H: 1.1316 -7.7043 1.7986
H: 1.1785 -8.0540 4.6673
H: 2.5194 -8.1748 3.4576
H: 2.7161 -10.5234 4.1941
H: 1.3846 -11.7166 4.2846
H: 1.4070 -10.4450 5.4115
C: 0.5597 -0.8542 -6.3447
C: 0.2546 -1.2001 -7.6648
C: -0.9952 -0.8007 -8.1882
C: -1.9220 -0.0501 -7.4282
C: -1.5861 0.3398 -6.1326
C: -0.3228 -0.0796 -5.5766
O: -0.0493 0.1499 -4.2614
O: -1.4404 -1.2946 -9.4567
H: 1.5177 -1.2352 -6.0230
H: 0.9064 -1.8559 -8.2230
H: -2.9341 0.2073 -7.7038
H: -2.3153 0.8411 -5.5134
H: 0.8842 0.2737 -4.0745
H: -1.2354 -2.2161 -9.6311
C: 0.4952 2.9203 3.8842
C: 0.9345 4.1582 3.3964
C: 0.0741 5.2764 3.3725
C: -1.1671 5.1351 3.9824
C: -1.5675 3.9535 4.6828
C: -0.7264 2.8260 4.6040
O: -1.1293 1.6879 5.2294
O: 0.4787 6.4201 2.6931
H: 1.1260 2.0457 3.9436
H: 1.9298 4.3171 3.0084
H: -1.9190 5.8875 3.7953
H: -2.5635 3.8430 5.0855
H: -0.5794 1.5628 6.0062
H: -0.1780 6.9734 2.2639
C: -2.2994 3.1413 -4.1012
C: -2.0096 2.5876 -2.8453
C: -2.9070 2.8734 -1.7625
C: -4.1889 3.3593 -1.9990
C: -4.4471 3.8504 -3.3000
C: -3.5272 3.7791 -4.3022
O: -3.8137 4.3436 -5.4785
O: -2.5689 2.3368 -0.5456
H: -1.4995 3.2393 -4.8201
H: -1.0304 2.1474 -2.7276
H: -4.9059 3.5620 -1.2172
H: -5.3714 4.3961 -3.4198
H: -4.6920 4.7208 -5.3895
H: -3.2251 2.3477 0.1551
C: -1.0520 5.7963 -0.2587
C: -0.8022 7.1537 -0.2975
C: 0.4655 7.6643 -0.4236
C: 1.5297 6.8038 -0.5079
C: 1.2883 5.4647 -0.4492
C: 0.0189 4.9120 -0.2544
O: -0.2100 3.5496 -0.1134
O: 0.6595 8.9944 -0.2974
H: -2.0711 5.4707 -0.1106
H: -1.7124 7.7177 -0.1566
H: 2.5250 7.2223 -0.4820
H: 2.1124 4.7698 -0.3832
H: -1.0809 3.2434 -0.3765
H: -0.1791 9.4308 -0.1301
C: 4.0740 0.2941 -5.6635
C: 4.8056 1.1842 -6.3660
C: 4.7616 2.5034 -6.0023
C: 4.2481 2.8395 -4.8197
C: 3.6406 1.9374 -3.9852
C: 3.4569 0.6691 -4.4259
O: 2.8450 -0.2406 -3.5827
O: 5.4204 3.5298 -6.6801
H: 3.9396 -0.7025 -6.0574
H: 5.2619 0.8618 -7.2903
H: 4.2582 3.8228 -4.3731
H: 3.0808 2.2413 -3.1130
H: 3.0324 -1.1737 -3.7085
H: 5.7129 3.2649 -7.5552
C: -3.6580 -3.1747 -2.8859
C: -4.9347 -2.8803 -2.4341
C: -5.1306 -1.5894 -2.0407
C: -4.1083 -0.6332 -1.9653
C: -2.8229 -0.8602 -2.3870
C: -2.6455 -2.2155 -2.7984
O: -1.3772 -2.6450 -3.0343
O: -6.4137 -1.2453 -1.6940
H: -3.5855 -4.1679 -3.3038
H: -5.6926 -3.6309 -2.6032
H: -4.2437 0.4141 -1.7386
H: -2.0930 -0.0661 -2.4403
H: -0.7715 -1.9143 -2.8907
H: -7.0344 -1.4823 -2.3870
C: 1.7373 -0.3639 4.7783
C: 0.5605 -0.7750 4.1106
C: -0.2952 -1.5538 4.7817
C: -0.0491 -1.9215 6.1093
C: 1.0554 -1.4690 6.8022
C: 1.9358 -0.6376 6.1800
O: 3.0159 -0.1403 6.8473
O: -1.3634 -2.0070 4.0977
H: 2.4761 0.2691 4.3094
H: 0.4399 -0.4633 3.0836
H: -0.8054 -2.4679 6.6532
H: 1.0744 -1.4993 7.8816
H: 3.6977 0.1560 6.2398
H: -1.6516 -1.4086 3.4045
C: 0.5365 0.6524 -0.6889
C: 1.6406 0.7069 0.3659
O: 1.9537 -0.5940 0.6220
C: 1.6203 -1.3636 -0.4258
O: 2.1350 -2.4778 -0.5776
O: 0.8457 -0.5867 -1.2796
H: 0.8192 1.4292 -1.3995
H: -0.4774 0.6442 -0.2889
H: 1.2426 1.1662 1.2707
H: 2.4715 1.3147 0.0080
C: 5.1865 1.9449 0.2473
C: 6.6937 2.1261 0.4154
O: 7.1293 0.8367 0.0930
C: 6.1632 -0.0878 0.4381
O: 6.3087 -1.3524 0.4576
O: 4.9533 0.5754 0.4599
H: 4.9611 2.2191 -0.7833
H: 4.6163 2.5297 0.9691
H: 7.0386 2.3085 1.4332
H: 7.1460 2.9523 -0.1330
C: 6.6019 -4.3361 0.2366
C: 5.0760 -4.4654 0.0116
O: 4.7866 -5.7978 0.5831
C: 5.8418 -6.2711 1.2035
O: 5.8258 -7.2831 1.9027
O: 6.9211 -5.5263 0.9131
H: 6.7623 -3.4858 0.8994
H: 7.1672 -4.2543 -0.6918
H: 4.8803 -4.3335 -1.0525
H: 4.4413 -3.6958 0.4507



[3]
Here is a structure of composition C8H16BBaO4PTa from the OMol25 dataset. Energies are from the ωB97M-V functional and the def2-TZVPD basis.

HOMO energy in eV: -11.08
LUMO level in hartree: -0.165
Charge: +1

CARTESIAN COORDINATES (ANGSTROEM)
C: 4.3575 0.1843 0.7680
P: 3.1185 1.3077 0.0745
O: 3.6127 1.9054 -1.4232
Ta: 0.9977 -0.1918 -0.3572
C: -0.4439 1.6649 -0.3933
C: -1.7767 1.1174 0.0082
C: -2.7904 0.9862 -0.9415
C: -4.0144 0.4463 -0.6032
C: -4.2560 0.0331 0.6901
C: -3.2583 0.1649 1.6404
C: -2.0278 0.7030 1.3041
O: 1.9810 -1.8325 -0.2389
B: 1.1271 -2.9280 -0.1509
O: 0.8350 -3.6823 -1.2660
O: 0.5502 -3.2040 1.0650
H: 5.1275 0.7264 1.3074
H: 4.7899 -0.4085 -0.0369
H: 3.8257 -0.4974 1.4291
H: 3.2846 1.2776 -2.0849
H: 1.3371 0.1018 -2.1665
H: -0.4905 -1.1800 -0.7525
H: 0.8467 -0.1385 1.4831
H: -0.4594 2.0761 -1.3998
H: -0.1819 2.4274 0.3211
H: -2.6072 1.2877 -1.9657
H: -4.7825 0.3373 -1.3546
H: -5.2123 -0.3949 0.9563
H: -3.4275 -0.1676 2.6550
H: -1.2505 0.7762 2.0564
H: 0.0464 -3.3867 -1.7296
H: -0.4110 -3.1726 1.0510
Ba: 1.5530 3.6611 0.0551



[4]
Here is a cluster of 3 separate species, C22H45BN3O9PS in total from the OMol25 dataset. Energies are from the ωB97M-V functional and the def2-TZVPD basis.

HOMO energy in eV: -7.85
LUMO level in hartree: 0.018

CARTESIAN COORDINATES (ANGSTROEM)
C: 2.8554 3.5771 1.4703
C: 3.1362 3.4141 -0.0341
C: 4.4628 2.6820 -0.2930
O: 4.3739 1.3374 -0.7706
P: 3.2631 0.3818 0.0093
C: 3.0082 -0.9594 -1.2518
C: 2.1483 -2.1065 -0.7227
C: 0.8172 -1.6464 -0.1271
C: -0.1092 -2.8461 0.0573
C: -1.4509 -2.5248 0.7520
C: -1.9575 -1.0803 0.5871
C: -3.4894 -1.1174 0.4794
S: -4.0683 0.5902 0.2598
C: -5.5105 0.6469 1.2325
N: -5.7373 0.0739 2.3340
N: -7.0429 0.4285 2.6730
C: -7.4767 1.1776 1.7756
O: -6.5392 1.3821 0.7954
B: 4.1204 -0.5480 1.4651
O: 3.2541 -1.1465 2.3859
N: 5.5743 -0.6535 1.6736
C: 6.0111 -2.0612 1.7837
C: 5.8249 0.0151 2.9873
H: 3.3706 2.8195 2.0503
H: 1.7994 3.5989 1.7148
H: 3.2646 4.5247 1.8142
H: 2.3038 2.9840 -0.5765
H: 3.2751 4.4166 -0.4326
H: 4.9830 3.2244 -1.0776
H: 5.1068 2.7557 0.5835
H: 2.5087 -0.4719 -2.0831
H: 3.9801 -1.3309 -1.5630
H: 2.7200 -2.7238 -0.0296
H: 1.9137 -2.7376 -1.5779
H: 0.3896 -0.9372 -0.8300
H: 0.9729 -1.1227 0.8140
H: 0.4201 -3.5461 0.7012
H: -0.2398 -3.3145 -0.9149
H: -1.3082 -2.7038 1.8128
H: -2.2268 -3.1803 0.3688
H: -1.7278 -0.4490 1.4365
H: -1.6144 -0.6287 -0.3360
H: -3.7730 -1.7035 -0.3879
H: -3.9327 -1.5885 1.3514
H: -8.4488 1.6146 1.7249
H: 2.8102 -1.8861 1.9521
H: 6.6039 -2.3789 0.9290
H: 6.6540 -2.1637 2.6522
H: 5.1950 -2.7724 1.9272
H: 6.8940 0.1667 3.0950
H: 5.4628 -0.5892 3.8199
H: 5.2769 0.9560 3.0382
C: 9.0703 4.1186 -5.1624
C: 8.0978 3.0768 -5.6736
O: 8.2209 1.8373 -4.9640
C: 7.6692 1.8165 -3.7491
O: 7.0705 2.7223 -3.2279
O: 7.8907 0.6175 -3.2164
C: 7.4091 0.4757 -1.8735
H: 10.0901 3.7319 -5.1875
H: 9.0189 5.0194 -5.7741
H: 8.8478 4.3907 -4.1316
H: 8.3195 2.8408 -6.7130
H: 7.0684 3.4326 -5.6290
H: 6.3578 0.7406 -1.8006
H: 8.0027 1.0909 -1.1984
H: 7.5319 -0.5682 -1.5976
C: -14.0206 -1.5469 2.2697
C: -13.6870 -1.4991 0.7938
O: -12.3918 -0.9287 0.5570
C: -11.3591 -1.7325 0.8076
O: -11.4196 -2.8747 1.1794
O: -10.2385 -1.0500 0.5658
C: -9.0373 -1.7659 0.8663
H: -13.9224 -0.5556 2.7144
H: -15.0409 -1.9007 2.4172
H: -13.3456 -2.2142 2.8036
H: -14.3902 -0.8503 0.2747
H: -13.7498 -2.4860 0.3356
H: -9.0148 -2.7304 0.3637
H: -8.9395 -1.8966 1.9424
H: -8.2096 -1.1605 0.5088



Number 1: strongest force on any atom 2.4 eV/A. Number 2: strongest force on any atom 6.2 eV/A. Number 3: strongest force on any atom 3.1 eV/A. Number 4: strongest force on any atom 2.4 eV/A.